1.
Here is C17H22N4O5S in the gas phase at a distorted geometry from the Open Molecules 2025 dataset. Energies are from ωB97M-V/def2-TZVPD.

Calculated values
Highest occupied orbital energy   -8.2028 eV
DFT total energy   -45021.5798 eV
LUMO   0.00909 hartree
Structure (SMILES)   CCOC(=O)CCCCC(=O)c1[nH]c(=O)[nH]c1CSc1nc(C)cc(=O)[nH]1
Energy above the lowest of the compared OMol25 structures with the same formula, charge and spin   0.000 eV
Kohn-Sham gap   8.5 eV
Total charge   0

Each atom is followed by the atoms it is bonded to, with distances in Å.
Element x y z (Å)
1 C -3.60044 2.01747 0.35530  C2 1.522, H28 1.087, H29 1.086, H30 1.089
2 C -3.22347 0.56374 0.10934  C1 1.522, O3 1.432, H31 1.093, H32 1.096
3 O -2.53755 0.43459 -1.14056  C2 1.432, C4 1.331
4 C -1.20732 0.38875 -1.11821  O3 1.331, O5 1.208, C6 1.510
5 O -0.55446 0.30926 -0.10501  C4 1.208
6 C -0.64156 0.46728 -2.51628  C4 1.510, C7 1.528, H33 1.094, H34 1.091
7 C 0.79207 -0.05176 -2.61433  C6 1.528, C8 1.529, H35 1.091, H36 1.089
8 C 0.89354 -1.57033 -2.75629  C7 1.529, C9 1.527, H37 1.091, H38 1.093
9 C 0.27033 -2.32046 -1.58086  C8 1.527, C10 1.520, H39 1.091, H40 1.095
10 C 0.96359 -2.01390 -0.26359  C9 1.520, O11 1.214, C12 1.457
11 O 2.09838 -1.58849 -0.19868  C10 1.214
12 C 0.17393 -2.30439 0.92558  C10 1.457, N13 1.392, C17 1.370
13 N -1.03725 -2.99043 0.92359  C12 1.392, C14 1.370, H41 1.005
14 C -1.56826 -3.05321 2.18498  N13 1.370, O15 1.206, N16 1.384
15 O -2.60330 -3.56462 2.53410  C14 1.206
16 N -0.64189 -2.39771 2.97701  C14 1.384, C17 1.372, H42 1.007
17 C 0.41085 -1.94138 2.22524  C12 1.370, N16 1.372, C18 1.475
18 C 1.48207 -1.11458 2.81174  C17 1.475, S19 1.843, H43 1.090, H44 1.089
19 S 0.74816 0.48589 3.35719  C18 1.843, C20 1.759
20 C 1.07096 1.43296 1.91027  S19 1.759, N21 1.283, N27 1.344
21 N 2.14265 1.19083 1.24720  C20 1.283, C22 1.360
22 C 2.35181 1.88117 0.09435  N21 1.360, C23 1.490, C24 1.362
23 C 3.61051 1.51932 -0.61602  C22 1.490, H45 1.086, H46 1.089, H47 1.089
24 C 1.45547 2.80033 -0.35890  C22 1.362, C25 1.436, H48 1.078
25 C 0.24698 3.07448 0.36703  C24 1.436, O26 1.215, N27 1.405
26 O -0.67088 3.80049 0.03860  C25 1.215
27 N 0.17165 2.37777 1.58460  C20 1.344, C25 1.405, H49 1.014
28 H -4.29505 2.35730 -0.40843  C1 1.087
29 H -4.07166 2.11270 1.32959  C1 1.086
30 H -2.71739 2.65334 0.31772  C1 1.089
31 H -4.11167 -0.06757 0.03040  C2 1.093
32 H -2.57479 0.18431 0.90646  C2 1.096
33 H -0.66362 1.53066 -2.77174  C6 1.094
34 H -1.31456 -0.04696 -3.20408  C6 1.091
35 H 1.27810 0.40647 -3.47702  C7 1.091
36 H 1.32917 0.25655 -1.71843  C7 1.089
37 H 1.94944 -1.83765 -2.82128  C8 1.091
38 H 0.40263 -1.88880 -3.67908  C8 1.093
39 H -0.79038 -2.07787 -1.50401  C9 1.091
40 H 0.36003 -3.39872 -1.74905  C9 1.095
41 H -1.47209 -3.41693 0.12465  N13 1.005
42 H -0.76871 -2.22793 3.96131  N16 1.007
43 H 2.24344 -0.86546 2.07300  C18 1.090
44 H 1.91372 -1.57284 3.70044  C18 1.089
45 H 3.66771 1.99865 -1.58845  C23 1.086
46 H 4.46578 1.81891 -0.01260  C23 1.089
47 H 3.65030 0.43678 -0.72434  C23 1.089
48 H 1.59657 3.31721 -1.29414  C24 1.078
49 H -0.67358 2.49478 2.13172  N27 1.014

Mulliken atomic charge list, values in e, 5 entries: number 1, C, carries -1.120; number 2, C, carries 0.012; number 3, O, carries -0.449; number 4, C, carries 0.531; number 5, O, carries -0.231

2.
Here is C25H33N3O5S in the gas phase at a distorted geometry from the Open Molecules 2025 dataset. Energies are from ωB97M-V/def2-TZVPD.

Calculated values
Highest occupied orbital energy   -8.4381 eV
DFT total energy   -52003.3100 eV
LUMO   0.00809 hartree
Structure (SMILES)   COc1ccc([C@H](CNC(=O)c2ccc(S(=O)(=O)N3CCOCC3)cc2)N2CCCCC2)cc1
Energy above the lowest of the compared OMol25 structures with the same formula, charge and spin   2.705 eV
Kohn-Sham gap   8.7 eV
Total charge   0

Each atom is followed by the atoms it is bonded to, with distances in Å.
Element x y z (Å)
1 C -4.21805 1.16152 3.55901  O2 1.407, H35 1.095, H36 1.095, H37 1.089
2 O -3.91384 0.78791 2.23752  C1 1.407, C3 1.362
3 C -2.93371 1.46456 1.57705  O2 1.362, C4 1.391, C34 1.396
4 C -2.16465 2.49029 2.11796  C3 1.391, C5 1.384, H38 1.079
5 C -1.18255 3.09448 1.35233  C4 1.384, C6 1.387, H39 1.079
6 C -0.95171 2.70589 0.04067  C5 1.387, C7 1.512, C33 1.390
7 C 0.17379 3.32637 -0.75536  C6 1.512, C8 1.547, N27 1.458, H40 1.103
8 C 1.49852 2.70575 -0.25162  C7 1.547, N9 1.444, H41 1.091, H42 1.091
9 N 1.38774 1.27037 -0.13596  C8 1.444, C10 1.353, H43 1.007
10 C 1.63336 0.45564 -1.18760  N9 1.353, O11 1.215, C12 1.499
11 O 2.14197 0.84124 -2.22123  C10 1.215
12 C 1.28395 -0.98486 -0.96252  C10 1.499, C13 1.392, C26 1.394
13 C 2.08051 -1.94692 -1.57776  C12 1.392, C14 1.384, H44 1.079
14 C 1.79479 -3.29207 -1.42433  C13 1.384, C15 1.381, H45 1.079
15 C 0.70166 -3.66434 -0.66627  C14 1.381, S16 1.789, C25 1.382
16 S 0.31621 -5.39333 -0.41542  C15 1.789, O17 1.432, O18 1.437, N19 1.683
17 O -1.09689 -5.59068 -0.54288  S16 1.432
18 O 1.19526 -6.18593 -1.23040  S16 1.437
19 N 0.69289 -5.50871 1.22124  S16 1.683, C20 1.450, C24 1.451
20 C 2.10642 -5.68923 1.49004  N19 1.450, C21 1.533, H46 1.090, H47 1.095
21 C 2.50461 -7.16574 1.38849  C20 1.533, O22 1.412, H48 1.091, H49 1.099
22 O 1.69171 -7.96700 2.21898  C21 1.412, C23 1.411
23 C 0.33065 -7.84634 1.86603  O22 1.411, C24 1.530, H50 1.091, H51 1.100
24 C -0.14245 -6.39809 2.00671  N19 1.451, C23 1.530, H52 1.089, H53 1.095
25 C -0.11665 -2.72314 -0.07204  C15 1.382, C26 1.384, H54 1.078
26 C 0.17274 -1.37797 -0.21871  C12 1.394, C25 1.384, H55 1.081
27 N 0.15872 4.77294 -0.57142  C7 1.458, C28 1.456, C32 1.453
28 C -1.06406 5.38527 -1.07140  N27 1.456, C29 1.534, H56 1.092, H57 1.095
29 C -1.13710 5.46887 -2.60100  C28 1.534, C30 1.527, H58 1.092, H59 1.091
30 C 0.08351 6.20599 -3.14672  C29 1.527, C31 1.527, H60 1.092, H61 1.093
31 C 1.36002 5.55463 -2.62029  C30 1.527, C32 1.532, H62 1.092, H63 1.091
32 C 1.30628 5.49864 -1.09004  N27 1.453, C31 1.532, H64 1.090, H65 1.096
33 C -1.72967 1.68670 -0.49723  C6 1.390, C34 1.380, H66 1.081
34 C -2.70578 1.06987 0.25793  C3 1.396, C33 1.380, H67 1.079
35 H -4.55078 2.20284 3.61620  C1 1.095
36 H -3.36219 1.01587 4.22648  C1 1.095
37 H -5.03070 0.50709 3.87002  C1 1.089
38 H -2.31977 2.82575 3.13128  C4 1.079
39 H -0.59227 3.89581 1.76945  C5 1.079
40 H 0.06061 3.02500 -1.81058  C7 1.103
41 H 2.30148 2.89678 -0.96542  C8 1.091
42 H 1.75313 3.12241 0.72446  C8 1.091
43 H 0.88292 0.91202 0.65808  N9 1.007
44 H 2.91650 -1.61865 -2.17652  C13 1.079
45 H 2.39202 -4.05895 -1.89234  C14 1.079
46 H 2.66360 -5.09416 0.76622  C20 1.090
47 H 2.30423 -5.31484 2.49999  C20 1.095
48 H 3.52988 -7.31552 1.73099  C21 1.091
49 H 2.40965 -7.48649 0.34214  C21 1.099
50 H -0.21829 -8.50608 2.53992  C23 1.091
51 H 0.18032 -8.16962 0.82493  C23 1.100
52 H -1.16269 -6.28911 1.64126  C24 1.089
53 H -0.08155 -6.07939 3.05227  C24 1.095
54 H -0.97612 -3.05908 0.48525  C25 1.078
55 H -0.48962 -0.64319 0.21659  C26 1.081
56 H -1.91781 4.82466 -0.68510  C28 1.092
57 H -1.10543 6.39710 -0.65505  C28 1.095
58 H -1.17715 4.46258 -3.02245  C29 1.092
59 H -2.05414 5.98564 -2.88887  C29 1.091
60 H 0.07341 6.19752 -4.23869  C30 1.092
61 H 0.05109 7.24839 -2.81833  C30 1.093
62 H 1.45683 4.54437 -3.02261  C31 1.092
63 H 2.23521 6.12598 -2.93384  C31 1.091
64 H 2.22249 5.06701 -0.68775  C32 1.090
65 H 1.22461 6.51976 -0.70130  C32 1.096
66 H -1.56656 1.36858 -1.51736  C33 1.081
67 H -3.31113 0.27739 -0.15306  C34 1.079

Mulliken atomic charge list, values in e, 5 entries: number 1, C, carries -0.875; number 2, O, carries -0.458; number 3, C, carries 0.997; number 4, C, carries -0.634; number 5, C, carries -0.523

Q: Which formula does entry 1 have?
A: C17H22N4O5S

Q: The highest DFT total energy belongs to which entry?
A: C17H22N4O5S

Q: Look up the DFT total energy of the second one.
A: -52003.3100 eV